Entry i
{
  "formula": "C4H13N2S2",
  "method": "wB97M-V/def2-TZVPD",
  "e_homo_ev": -12.94,
  "charge": 1,
  "symbols": ["S", "S", "N", "N", "C", "C", "C", "C", "H", "H", "H", "H", "H", "H", "H", "H", "H", "H", "H", "H", "H"],
  "xyz": [[-2.425, -0.845, 1.969], [0.389, -0.574, -0.480], [3.679, -0.520, -0.639], [-1.203, 1.980, 1.324], [-2.601, 1.859, 0.965], [2.845, -1.234, -1.615], [1.548, -1.833, -1.118], [-3.026, 0.427, 0.726], [-4.127, 0.311, 0.647], [2.556, -0.386, -2.418], [3.287, 0.360, -0.322], [-2.795, 2.341, -0.038], [-3.182, 2.343, 1.730], [-1.156, -0.921, 1.971], [-2.606, 0.238, -0.240], [-0.627, 1.565, 0.466], [1.766, -2.653, -0.249], [-0.913, 2.999, 1.320], [1.105, -2.351, -1.979], [4.067, -1.089, 0.118], [3.420, -2.016, -2.137]]
}



Entry ii
{
  "formula": "C4H13N2S2",
  "method": "wB97M-V/def2-TZVPD",
  "e_homo_ev": -12.58,
  "charge": 1,
  "symbols": ["S", "S", "N", "N", "C", "C", "C", "C", "H", "H", "H", "H", "H", "H", "H", "H", "H", "H", "H", "H", "H"],
  "xyz": [[0.864, -1.327, 0.671], [2.435, -0.161, 0.078], [-0.125, 1.852, 1.834], [-1.488, 0.830, 0.273], [-2.788, 0.741, -0.424], [1.374, -3.013, 0.205], [2.070, 0.133, -1.673], [-1.285, 1.681, 1.238], [2.873, 0.722, -2.110], [1.959, -3.491, 0.984], [-0.691, 0.394, -0.184], [0.701, 1.397, 1.452], [1.132, 0.670, -1.814], [1.965, -2.934, -0.703], [-2.150, 2.250, 1.561], [-0.021, 2.557, 2.544], [2.009, -0.826, -2.183], [-2.703, 0.008, -1.218], [-3.545, 0.390, 0.275], [-3.062, 1.718, -0.812], [0.475, -3.590, 0.005]]
}



The least stable of the structures above is entry i, whereas entry ii is the most stable.